This record from OMol25 describes the molecule CH6N4S in a non-equilibrium geometry. The level of theory is wB97M-V/def2-TZVPD.

```
12
Properties=species:S:1:pos:R:3:forces:R:3:mulliken_charge:R:1
H 0.3358 -0.2705 -2.0615 1.71 -1.24 -0.76 0.25
N -0.4779 0.1681 -1.7632 -1.15 1.40 1.47 -0.71
C -0.5330 0.2047 -0.4800 1.20 -2.27 -2.45 0.41
N -1.5994 0.7752 0.0647 -2.53 2.06 2.30 -0.10
N -1.4469 1.1827 1.4317 -1.04 1.24 0.57 -0.57
N 0.2640 -0.5571 0.4379 -0.08 3.08 2.29 -0.31
S 1.8357 -0.8870 -0.0396 0.79 -2.08 -0.46 -0.22
H -2.1642 1.3838 -0.5641 0.84 -0.85 0.74 0.27
H -1.3955 2.2276 1.4945 -0.03 -1.33 -0.14 0.23
H -2.2258 0.8815 2.0767 0.96 0.20 -1.48 0.22
H 0.3697 0.0499 1.3408 -0.89 -1.67 -1.91 0.39
H 1.7285 -2.2909 0.0292 0.21 1.45 -0.17 0.15
```
Positions in Å, forces in eV/Å.

Output
- SMILES: [H]/N=C(/NN)NS
- Frontier orbital gap: 9.55 eV
- Energy: -17928.2402 eV



This record from OMol25 describes the molecule CH6N4S2 in a non-equilibrium geometry. The level of theory is wB97M-V/def2-TZVPD.

```
13
Properties=species:S:1:pos:R:3:forces:R:3:mulliken_charge:R:1
N -1.7630 -0.4564 -0.3140 -0.82 0.04 -0.10 -0.55
N -0.6825 -1.1677 0.2460 -1.43 -2.08 -0.11 -0.16
C 0.4608 -0.4373 0.2791 2.65 0.37 -0.96 0.46
N 1.5484 -0.9118 -0.2298 -0.85 0.48 0.57 -0.49
S 3.0722 -0.1803 -0.0855 0.00 -1.15 -0.43 -0.11
N 0.2988 0.8069 0.8861 -1.28 0.66 0.72 -0.38
S 0.3957 2.2019 -0.1512 0.18 -0.53 0.68 -0.10
H -1.7388 -0.5576 -1.3173 -0.06 0.07 -0.37 0.22
H -2.6719 -0.8068 0.0015 0.66 0.02 0.15 0.23
H -0.5687 -2.1183 -0.1433 0.24 0.85 0.38 0.29
H 2.8346 0.9994 0.4315 -0.39 0.84 0.45 0.11
H -0.6181 0.7732 1.4024 1.36 0.42 -0.74 0.35
H -0.5675 1.8547 -1.0053 -0.26 0.01 -0.23 0.13
```
Positions in Å, forces in eV/Å.

Output
- SMILES: NN/C(=N/S)NS
- Frontier orbital gap: 8.63 eV
- Energy: -28763.2226 eV



This record from OMol25 describes the molecule CH6N4S2. The level of theory is wB97M-V/def2-TZVPD.

```
13
Properties=species:S:1:pos:R:3:forces:R:3:mulliken_charge:R:1
N 1.7822 -0.5185 -0.5480 0.01 0.15 -0.02 -0.51
N 1.1349 0.7191 -0.3128 -0.40 0.09 0.14 -0.17
C -0.2269 0.6074 0.0409 0.17 0.34 -0.52 0.47
N -1.0545 1.3928 -0.5321 0.12 -0.45 0.51 -0.50
S -2.6527 1.5738 0.0003 0.13 -0.07 0.03 -0.12
N -0.4748 -0.3184 1.0657 0.42 -0.23 0.26 -0.37
S -1.3977 -1.7106 0.6812 -0.14 0.27 0.15 -0.11
H 1.7145 -0.7587 -1.5314 0.11 -0.12 0.00 0.22
H 2.7557 -0.4110 -0.2940 -0.02 -0.10 -0.07 0.23
H 1.2620 1.4181 -1.0394 -0.11 -0.08 0.14 0.28
H -2.6522 0.8551 1.1474 0.05 0.07 -0.15 0.12
H 0.3924 -0.5802 1.5457 -0.49 0.20 -0.33 0.33
H -0.5829 -2.2689 -0.2236 0.15 -0.08 -0.13 0.13
```
Positions in Å, forces in eV/Å.

Output
- SMILES: NN/C(=N/S)NS
- Frontier orbital gap: 8.73 eV
- Energy: -28763.4447 eV



This record from OMol25 describes a cluster of 2 separate species, CH6N6 in total in a non-equilibrium geometry. The level of theory is wB97M-V/def2-TZVPD.

```
13
Properties=species:S:1:pos:R:3:forces:R:3:mulliken_charge:R:1
C 1.0739 0.7257 -1.2744 1.53 0.52 0.71 0.15
N 2.2851 1.2403 -1.2211 -4.88 -2.79 -0.24 0.65
N 3.2321 1.8100 -1.2619 3.79 4.14 -0.80 -0.52
N 2.6998 3.9904 -1.8579 0.43 -1.64 0.60 0.29
N 0.9601 0.7768 1.0355 -2.89 0.50 -1.00 -0.46
N 0.3656 0.5811 -0.1615 -0.09 0.00 2.73 0.19
N -0.8460 -0.6217 -0.2153 4.07 -3.11 -2.04 -0.40
H 0.6021 0.5187 -2.1690 -0.26 -0.45 -2.12 0.39
H 0.2257 0.8895 1.7004 0.13 0.72 1.01 0.27
H 1.8508 0.5226 1.3914 1.12 -1.21 -0.40 0.25
H -1.0669 -0.6646 -1.2713 -0.71 0.13 2.30 0.39
H -1.4786 -0.3061 0.4858 -1.41 0.58 0.08 0.36
H -0.4765 -1.6418 0.0953 -0.83 2.62 -0.84 0.45
```
Positions in Å, forces in eV/Å.

Output
- Charge: +2
- Frontier orbital gap (spin up / spin down): 5.69 / 5.69 eV
- Energy: -10043.3945 eV



This record from OMol25 describes a cluster of 2 separate species, CH6N6 in total in a non-equilibrium geometry. The level of theory is wB97M-V/def2-TZVPD.

```
13
Properties=species:S:1:pos:R:3:forces:R:3:mulliken_charge:R:1
C 1.6048 -1.3641 0.0613 -1.74 -3.34 0.21 0.19
N 2.7453 -0.7990 0.0779 1.11 -1.22 0.18 -0.11
N 3.4460 0.1858 0.0643 -0.21 1.15 -0.18 0.81
N 4.2187 0.9747 0.0536 0.58 0.70 0.02 -0.41
N 0.1640 1.6589 -0.0365 -0.62 2.48 -0.20 -0.27
N 0.3909 -0.9562 -0.0945 3.28 3.42 -0.68 0.06
N -0.8053 -1.2956 0.0027 -3.58 -1.47 0.40 -0.44
H 1.6785 -2.4734 0.1174 0.12 0.43 0.14 0.39
H 0.5177 2.0810 0.8163 0.46 -0.61 0.86 0.38
H -0.8398 1.7992 -0.1033 -0.64 -0.74 -0.04 0.39
H -1.3935 -1.3596 -0.8414 0.32 0.13 0.32 0.33
H 0.6229 2.0722 -0.8426 0.53 -0.59 -0.75 0.38
H -1.2774 -1.4006 0.9130 0.39 -0.36 -0.26 0.31
```
Positions in Å, forces in eV/Å.

Output
- Charge: +2
- Frontier orbital gap (spin up / spin down): 9.77 / 5.04 eV
- Energy: -10048.4834 eV
- Multiplicity: 3



This record from OMol25 describes a cluster of 2 separate species, CH6NO in total in a non-equilibrium geometry. The level of theory is wB97M-V/def2-TZVPD.

```
9
Properties=species:S:1:pos:R:3:forces:R:3:mulliken_charge:R:1
C 2.2181 -0.1079 -0.1166 0.75 1.98 -0.27 -0.04
N -1.7811 0.0594 0.0381 -2.28 2.48 1.64 -0.48
O 1.0680 0.1091 0.1825 -0.42 0.91 -0.85 -0.45
H 3.0053 0.6104 -0.6505 -1.99 -1.05 0.80 0.23
H 2.5817 -1.0098 0.2562 1.39 -1.91 0.27 0.25
H -1.6199 0.4265 1.0056 -0.52 0.00 -0.80 0.39
H -1.0156 -0.5091 -0.0709 2.60 -2.12 -0.98 0.33
H -1.7720 0.8414 -0.6263 0.21 -0.18 0.13 0.38
H -2.6844 -0.4200 -0.0182 0.26 -0.11 0.06 0.38
```
Positions in Å, forces in eV/Å.

Output
- Charge: +1
- Frontier orbital gap: 10.40 eV
- Energy: -4664.0916 eV



This record from OMol25 describes a cluster of 2 separate species, CH6NO2 in total. The level of theory is wB97M-V/def2-TZVPD.

```
10
Properties=species:S:1:pos:R:3:forces:R:3:mulliken_charge:R:1
N 0.0947 0.4082 -1.4260 -0.18 0.12 0.03 -0.74
C 0.8279 -0.5829 -0.5745 -0.16 0.25 -0.05 -0.45
O 0.8480 -0.3067 0.7386 -0.02 0.22 0.28 -0.92
H 0.4795 1.2997 -1.1227 0.01 0.11 -0.08 0.28
H -0.8640 0.4499 -1.0776 0.12 -0.11 0.03 0.28
H 1.8377 -0.5836 -1.0340 0.11 -0.26 0.05 0.32
H 0.3407 -1.5509 -0.7995 0.05 -0.20 -0.19 0.26
H -0.5516 0.0331 1.2737 0.10 -0.18 0.02 0.48
H -1.4847 0.6390 2.4359 0.16 -0.02 -0.07 0.25
O -1.5283 0.1942 1.5860 -0.19 0.07 -0.02 -0.75
```
Positions in Å, forces in eV/Å.

Output
- Charge: -1
- Frontier orbital gap: 7.87 eV
- Energy: -6719.8124 eV



This record from OMol25 describes a structure of composition CH6NO2 in a non-equilibrium geometry. The level of theory is wB97M-V/def2-TZVPD.

```
10
Properties=species:S:1:pos:R:3:forces:R:3:mulliken_charge:R:1
N 1.1255 -0.7642 0.8959 -3.66 1.60 -2.19 -0.56
C 0.2885 0.6173 0.5029 1.09 5.61 1.04 -0.47
O -1.0041 1.1529 -0.1942 2.35 -1.34 2.01 -0.52
H -0.0951 -0.7623 0.3501 3.30 -1.79 0.38 0.31
H 1.9426 -0.5588 0.2582 -1.71 -1.02 -0.13 0.23
H 0.1126 1.0257 1.5123 0.30 -0.01 -0.51 0.16
H 0.9829 1.2881 -0.1188 -0.34 -1.30 1.34 0.27
H -0.6566 -1.3218 -1.1025 0.16 -0.74 -0.57 0.25
H -1.1836 0.3309 -0.6953 -1.86 -1.15 -1.91 0.46
O -1.5125 -1.0078 -1.4086 0.36 0.14 0.53 -1.12
```
Positions in Å, forces in eV/Å.

Output
- Charge: -1
- Frontier orbital gap: 7.80 eV
- Energy: -6714.6190 eV



This record from OMol25 describes the molecule CH6NO2PS2 in a non-equilibrium geometry. The level of theory is wB97M-V/def2-TZVPD.

```
13
Properties=species:S:1:pos:R:3:forces:R:3:mulliken_charge:R:1
C 0.5039 -0.9101 2.0740 -4.62 -1.94 1.35 -0.57
O 0.8042 -1.0407 0.7169 1.34 0.19 0.23 -0.28
P 0.0572 -0.5591 -0.5789 0.32 2.35 -0.66 0.62
S 1.1826 -0.9923 -2.0894 -0.92 0.44 0.33 -0.31
S -1.9256 -1.2677 -0.3679 0.59 1.07 -0.81 -0.22
O -0.3156 1.5326 -0.4506 0.55 -2.98 0.64 -0.34
N 0.1377 2.2881 -1.5008 -2.19 -1.47 -1.87 -0.37
H 1.1156 -0.3928 2.7702 1.05 1.37 -0.51 0.28
H 0.4794 -1.9328 2.5777 -0.02 0.86 -1.11 0.25
H -0.6103 -0.5515 2.1139 2.06 -0.30 0.49 0.23
H -2.1994 -0.3400 -1.3514 -0.20 -0.65 0.64 0.20
H -0.3825 1.8497 -2.3674 2.15 1.52 1.64 0.26
H 1.1529 2.3165 -1.5463 -0.10 -0.46 -0.36 0.25
```
Positions in Å, forces in eV/Å.

Output
- SMILES: CO[P@@](=S)(S)ON
- Frontier orbital gap: 8.58 eV
- Energy: -37676.5973 eV



This record from OMol25 describes a structure of composition CH6NO4P2 in a non-equilibrium geometry. The level of theory is wB97M-V/def2-TZVPD.

```
14
Properties=species:S:1:pos:R:3:forces:R:3:mulliken_charge:R:1
C 0.1659 0.4081 0.8068 -1.14 -4.77 -2.45 -0.86
N 0.4270 1.3538 -0.1822 1.54 -0.31 0.15 -0.53
O -1.4102 -1.0400 -1.1235 0.53 0.37 1.13 -0.65
O 1.0508 -1.2169 -1.1562 -1.07 0.22 -2.30 -0.51
O -2.7421 0.6094 0.1960 0.45 -0.41 -0.79 -0.46
O 2.7404 -0.7161 0.5590 -0.73 -0.28 -0.10 -0.45
P -1.6629 -0.6788 0.4279 0.50 0.86 0.32 0.19
P 1.1177 -1.2305 0.3670 1.15 0.71 3.04 0.05
H 0.3516 0.5761 1.8078 0.07 0.86 2.23 0.67
H -0.2321 2.0652 -0.1090 -1.45 1.47 -0.68 0.22
H -0.1366 -1.1406 -1.2178 -0.13 -0.32 -0.84 0.39
H 0.4052 0.8035 -1.0330 -0.04 0.82 -0.62 0.34
H -2.7563 0.5572 -0.7844 -0.21 0.50 0.45 0.30
H 2.6817 -0.3504 1.4414 0.53 0.30 0.46 0.28
```
Positions in Å, forces in eV/Å.

Output
- Charge: -1
- Frontier orbital gap: 7.06 eV
- Energy: -29394.4180 eV



This record from OMol25 describes a cluster of 2 separate species, CH6NOP in total in a non-equilibrium geometry. The level of theory is wB97M-V/def2-TZVPD.

```
10
Properties=species:S:1:pos:R:3:forces:R:3:mulliken_charge:R:1
C -0.5076 0.6843 -1.1773 1.14 0.64 -1.16 -0.84
N 0.6371 0.0254 -0.6497 -0.60 -1.28 3.75 -0.55
O 1.0444 -1.1816 2.0493 1.69 1.14 1.52 -0.42
P -0.2680 -1.2662 1.1709 1.53 -0.82 -4.21 0.31
H -0.9276 0.1923 -1.9880 -1.60 -1.62 -1.25 0.32
H -1.2300 0.9849 -0.4806 -1.04 0.13 1.22 0.28
H -0.2549 1.5820 -1.7073 0.75 1.20 0.01 0.34
H 1.0902 -0.5707 -1.3359 -0.38 -0.31 0.15 0.21
H 1.1885 -0.2398 2.3430 0.20 -1.55 -0.45 0.36
H -0.7720 -0.2106 1.7755 -1.69 2.48 0.43 0.00
```
Positions in Å, forces in eV/Å.

Output
- Frontier orbital gap (spin up / spin down): 8.18 / 8.19 eV
- Energy: -13958.0328 eV



This record from OMol25 describes a cluster of 2 separate species, CH6NOS in total in a non-equilibrium geometry. The level of theory is wB97M-V/def2-TZVPD.

```
10
Properties=species:S:1:pos:R:3:forces:R:3:mulliken_charge:R:1
S -0.5079 -0.6519 2.0411 0.57 -0.38 -0.40 -0.83
H 0.3562 -1.4237 1.2992 -0.46 0.36 0.47 -0.02
N 1.1040 -0.0351 -2.1488 2.49 -1.72 -0.21 -0.65
C 0.4311 0.8788 -1.2286 3.62 1.98 2.57 -0.25
O -0.8068 0.6018 -0.7350 -0.69 -0.12 -1.30 -0.42
H 0.7024 -0.9453 -1.9661 0.00 -0.38 -0.07 0.27
H 2.2062 -0.1801 -1.9005 -3.66 0.69 -0.47 0.24
H 0.6220 1.8735 -1.6914 -1.32 -0.14 0.01 0.27
H 1.1212 0.9671 -0.3275 -0.60 -0.09 -0.52 0.21
H -0.7419 0.2981 0.2212 0.06 -0.20 -0.08 0.19
```
Positions in Å, forces in eV/Å.

Output
- Charge: -1
- Frontier orbital gap: 7.36 eV
- Energy: -15507.5568 eV